{"formula": "C20H42N4O3PS", "method": "the ωB97M-V functional and the def2-TZVPD basis", "homo_lumo_gap_ev": 7.9, "smiles": "CCCCCn1c(CCCS)c(P(=N)(O)O)[n+](CCCCCN)c1OCCCC", "spin_multiplicity": 1, "total_charge": 1, "max_force_ha_per_bohr": 0.125, "lumo_ha": -0.11002, "species": ["H", "H", "C", "H", "H", "H", "H", "C", "H", "H", "C", "H", "H", "H", "H", "C", "H", "C", "H", "C", "H", "C", "H", "O", "C", "C", "H", "C", "H", "H", "H", "H", "N", "H", "C", "O", "C", "H", "C", "C", "S", "H", "C", "N", "H", "H", "H", "H", "H", "H", "C", "H", "C", "H", "H", "H", "H", "P", "H", "H", "C", "H", "H", "H", "N", "H", "C", "N", "H", "C", "O"], "positions_angstrom": [[3.346, 1.893, 5.521], [-1.458, -1.683, -3.100], [1.490, 1.894, 4.249], [-2.761, 0.730, -3.537], [0.022, 3.421, 3.552], [3.535, 0.814, 3.994], [1.001, 0.869, 4.065], [-1.116, 1.498, 0.483], [-0.439, 3.277, -2.465], [1.815, -2.869, 1.512], [0.732, 2.388, 1.704], [-2.458, 0.712, 2.730], [-0.198, 3.749, -0.712], [-3.046, -3.794, -1.670], [-1.668, -0.267, -5.996], [-1.706, -1.167, -5.291], [1.630, 0.648, -2.680], [3.104, 1.788, 4.406], [0.902, -4.938, -0.163], [1.504, 2.593, -1.572], [-1.029, 1.399, -3.693], [-1.139, -1.119, 2.635], [-1.195, -3.859, 1.646], [-2.417, -3.141, -1.258], [-1.164, -0.836, -3.809], [3.545, 1.003, -1.614], [-0.695, -0.554, 3.540], [-2.345, -0.284, -0.636], [3.552, 2.685, 3.845], [0.965, 3.257, 0.977], [3.985, 1.780, -2.348], [3.588, 0.828, 0.664], [0.158, -4.236, -0.006], [-1.008, -1.973, -5.715], [-1.668, 0.571, -3.226], [-0.712, 2.166, 1.655], [-0.071, -4.047, 1.458], [-1.622, -2.112, 2.922], [-0.075, 2.877, -1.462], [4.168, 1.349, -0.171], [-3.436, -1.834, -5.358], [-0.008, -0.860, -3.881], [-2.271, -0.159, 1.995], [-1.922, 0.335, 0.634], [0.958, -2.942, 3.231], [1.368, 1.461, 1.511], [-3.533, -2.893, -4.464], [-3.252, -0.769, 2.002], [2.127, 3.086, -0.738], [0.896, -0.626, 1.822], [1.914, 1.042, -1.631], [-4.211, -0.522, -2.591], [1.037, 3.005, 3.181], [0.271, -5.032, 1.960], [0.435, -3.367, -0.481], [-5.046, -1.453, 0.572], [4.109, 2.499, -0.048], [-3.429, -1.782, -0.971], [-0.167, -1.580, 0.564], [1.089, 2.252, 5.273], [0.099, -1.453, 1.666], [1.503, 0.404, -0.780], [5.284, 1.096, -0.074], [1.749, 3.901, 3.133], [-4.354, -1.474, -2.227], [1.880, 3.080, -2.551], [0.833, -2.849, 2.102], [-0.877, 1.749, -0.915], [3.947, -0.021, -1.961], [-1.609, 0.686, -1.627], [-4.462, -2.203, 0.320]], "mulliken_charge": [0.3060, -0.0531, -0.0360, 0.3563, 0.2839, 0.2614, -0.1498, -0.0951, 0.4564, 0.3829, 1.0044, 0.4010, 0.3851, 0.3385, 0.3227, -0.7693, -0.0420, -0.9754, 0.2905, -0.3857, 0.3613, -0.3731, 0.1564, -0.4783, 0.0886, -0.7897, 0.1372, -0.2565, 0.2329, -0.0406, 0.3131, 0.0539, -0.4636, 0.3563, -1.0090, -0.3484, -0.4840, 0.4017, -1.2147, -0.7192, -0.1868, 0.2693, -0.7523, 0.3132, 0.3585, -0.3510, 0.1100, 0.1861, 0.1731, -0.4488, 0.6871, 0.2678, -1.1508, 0.3963, 0.1307, 0.3771, 0.2314, 0.8411, -0.3245, 0.4399, 0.8085, -0.2489, 0.3700, 0.4163, -0.7423, 0.4693, -0.7536, 0.2541, 0.3636, 0.7985, -0.5096]}

---

{"formula": "C22H48N6O8PS5", "method": "the ωB97M-V functional and the def2-TZVPD basis", "homo_lumo_gap_ev": 6.1, "spin_multiplicity": 1, "total_charge": 1, "max_force_ha_per_bohr": 0.057, "lumo_ha": -0.13580, "species": ["H", "H", "H", "H", "H", "H", "H", "H", "C", "C", "H", "O", "S", "H", "H", "H", "C", "H", "N", "H", "C", "H", "C", "C", "O", "H", "H", "H", "P", "H", "H", "C", "H", "H", "H", "N", "C", "C", "H", "S", "H", "C", "H", "H", "C", "C", "S", "H", "H", "H", "C", "S", "O", "H", "O", "C", "C", "C", "H", "H", "H", "H", "C", "N", "H", "C", "H", "O", "H", "S", "C", "N", "H", "O", "O", "C", "N", "H", "H", "C", "H", "H", "H", "H", "N", "H", "O", "C", "H", "H"], "positions_angstrom": [[-2.495, -0.435, 3.184], [-1.958, -3.221, 1.229], [5.375, 4.485, 3.151], [2.504, -5.001, -8.225], [-1.080, 0.577, 0.086], [-2.330, 4.265, 4.912], [1.014, -4.814, -10.952], [-1.778, -0.345, -5.034], [-0.600, 0.841, 2.535], [-0.834, 0.627, 4.051], [-0.367, 1.376, -6.364], [-2.651, -2.212, -1.752], [3.381, -0.027, 4.613], [0.302, -2.083, -0.402], [0.494, 2.737, -5.608], [-1.172, -4.226, -2.969], [-1.992, -0.395, 4.141], [-3.281, 0.876, 5.431], [2.354, 5.829, 2.376], [-3.280, -3.887, -6.192], [0.673, 4.710, 4.916], [-3.483, 2.470, 4.000], [3.330, 2.668, 4.875], [-0.437, -1.309, -0.601], [-2.776, -0.767, 6.480], [-3.981, -0.609, 4.859], [0.872, -0.704, 2.009], [-1.989, -0.290, -3.271], [-2.273, 3.199, 3.984], [2.986, -0.495, 3.407], [4.216, 2.361, 5.422], [-0.240, -0.084, 0.273], [4.185, 5.113, 4.271], [1.702, 5.076, 2.204], [2.282, 6.157, 3.327], [-2.000, 3.750, 2.541], [3.708, 5.303, 2.145], [1.602, -5.724, -10.833], [0.859, -4.352, -8.498], [1.092, -6.583, -9.336], [-2.103, -5.189, -6.544], [-1.833, 0.310, -4.165], [-2.009, -3.638, -7.411], [0.636, 0.476, -0.042], [0.318, -0.255, 5.927], [1.197, 1.461, 4.785], [-1.146, -3.444, -5.206], [-1.285, 2.685, -5.560], [4.339, 6.146, 1.880], [3.653, 4.584, 1.334], [-1.759, -4.455, -3.855], [-2.118, -1.960, -0.466], [-0.387, -6.732, -9.396], [1.427, -6.385, -11.679], [-2.896, -1.027, 0.285], [1.438, -5.229, -8.209], [-0.375, 2.086, -5.537], [-0.148, -0.410, 1.776], [1.150, -5.537, -7.207], [-2.750, 3.477, 1.919], [-0.817, -1.254, 1.940], [-2.653, 1.020, -4.276], [4.307, 4.542, 3.351], [0.360, 2.530, 4.951], [4.627, 2.439, 3.217], [0.268, -0.419, 7.102], [-1.401, 1.839, 5.687], [0.867, 5.741, 5.382], [-1.650, -5.511, -4.104], [-0.279, 1.191, -3.983], [-3.054, -0.165, 5.235], [2.483, 1.449, 4.772], [-2.287, -1.582, 6.353], [-0.461, 2.181, -2.884], [-2.078, -3.372, 0.282], [-2.248, -4.112, -6.461], [0.640, 3.718, 4.161], [3.015, 2.889, 2.720], [-1.524, 1.169, 2.082], [3.789, 3.086, 3.462], [2.663, -5.486, -10.770], [-2.804, -4.215, -3.667], [-1.540, -1.362, 4.363], [0.121, -0.532, 8.139], [0.481, 0.259, 4.652], [-0.321, -1.037, -1.645], [0.225, -3.920, -5.533], [-1.009, 2.016, 4.669], [2.852, 3.452, 5.449], [0.142, 1.624, 2.344]], "mulliken_charge": [0.3981, 0.3776, 0.3552, 0.4381, 0.5044, 0.1371, 0.2920, 0.2348, -1.7951, 2.4773, 0.3626, -0.4851, -0.1070, 0.4326, 0.3466, 0.1921, -1.4819, 0.2094, -0.5830, 0.3920, 0.5342, 0.1333, -1.2729, -0.9904, -0.5458, 0.4189, -0.0248, -0.0185, 0.0650, 0.1843, 0.4607, -1.0248, 0.4321, 0.3208, 0.2276, -0.6861, -0.9651, -0.9101, 0.2327, 0.4831, 0.3489, -0.5624, 0.3162, 0.6126, -0.7650, -0.3408, 0.6309, 0.3052, 0.3380, 0.4649, -0.9714, 1.1017, -0.6151, 0.3235, -0.6566, -0.8146, -1.0011, 0.6518, 0.2273, 0.2713, -0.1274, 0.4100, -0.6443, 0.6758, 0.5642, -0.0262, 0.5971, -0.3382, 0.4367, 0.5823, -0.8178, 0.1235, 0.3750, -0.6368, -0.4410, -1.0632, -0.4590, 0.2936, 0.7097, -0.2078, 0.3373, 0.3525, 0.5784, 0.4544, 0.1687, 0.3493, -0.6448, -0.8969, 0.4345, 0.2433]}

---

{"formula": "C21H38BN3O9S2", "method": "the ωB97M-V functional and the def2-TZVPD basis", "homo_lumo_gap_ev": 1.5, "spin_multiplicity": 1, "total_charge": -2, "max_force_ha_per_bohr": 0.165, "lumo_ha": 0.11945, "species": ["O", "H", "H", "O", "C", "C", "H", "H", "C", "C", "H", "H", "N", "C", "S", "H", "H", "H", "C", "O", "O", "S", "C", "H", "H", "H", "O", "C", "H", "C", "C", "H", "C", "H", "H", "H", "H", "H", "H", "H", "H", "O", "O", "H", "C", "C", "H", "H", "C", "H", "H", "N", "H", "C", "H", "B", "C", "C", "C", "C", "H", "H", "O", "H", "H", "C", "H", "H", "N", "C", "H", "O", "H", "H"], "positions_angstrom": [[0.241, 4.856, -0.823], [-2.128, 5.435, 0.496], [-3.284, 3.765, 2.698], [0.164, -7.417, 4.298], [1.264, 5.185, -1.827], [2.615, -2.659, -1.905], [-3.875, 4.522, 0.615], [3.083, -0.302, 1.238], [-2.011, 3.202, 1.119], [-2.729, 4.440, 0.359], [1.730, -2.279, -8.305], [-0.066, -5.722, 2.372], [-2.237, 3.680, 2.592], [0.990, 0.722, 0.994], [-1.900, 0.744, 2.516], [-4.656, 3.801, -3.005], [1.990, -7.764, 3.346], [1.946, -4.739, -0.961], [-2.763, 1.769, 1.156], [-4.322, 0.852, -0.782], [1.753, -6.089, 1.415], [1.225, -2.992, -3.171], [1.820, -2.528, -4.892], [0.459, -3.747, 0.595], [3.479, -3.831, -0.114], [1.432, 3.154, -0.353], [-2.801, 0.827, 3.811], [1.943, -2.252, -7.146], [3.260, -2.865, 1.897], [2.088, -2.749, 1.944], [0.702, -6.484, 2.147], [1.826, -6.191, 3.986], [2.175, 0.017, 1.946], [-0.144, 2.699, -1.279], [1.319, 2.454, 2.399], [-2.313, -0.428, -2.018], [2.612, -1.528, -1.538], [-1.883, 4.657, 2.690], [2.629, 0.751, 2.732], [3.622, -2.870, -2.490], [0.234, -0.175, 0.800], [-1.915, -0.786, 2.140], [-3.133, 5.440, -2.257], [0.731, 5.906, -2.616], [-0.360, 3.159, 1.055], [1.381, -3.004, 0.488], [0.967, -2.047, -0.043], [1.704, 4.214, -2.312], [0.272, 3.418, -0.460], [-2.164, 3.231, -1.885], [-0.043, 4.164, 1.627], [3.239, -1.642, -6.598], [0.081, -7.298, 1.734], [-1.819, 0.045, -1.041], [-5.179, 4.803, -1.235], [-2.938, 0.888, -0.182], [0.369, 1.954, 1.870], [-4.425, 4.440, -2.053], [1.664, -1.351, 2.690], [2.411, -3.713, -0.623], [1.542, 1.011, 0.009], [2.198, -1.367, 3.758], [-0.381, 1.338, 2.970], [-4.377, 0.132, -1.477], [-0.899, 0.662, -1.414], [1.214, -7.011, 3.569], [1.712, -3.630, 2.655], [-3.853, 1.968, 1.603], [3.137, -1.807, -5.203], [-2.840, 4.168, -1.393], [2.096, 5.868, -1.312], [1.033, -2.827, -6.116], [0.508, -1.354, 2.924], [-1.424, -0.894, -0.421]], "mulliken_charge": [-0.3510, 0.1715, 0.3580, -0.8873, -0.6388, -0.3352, 0.3244, 0.3099, -0.1517, -0.8729, 0.3144, 0.0567, -0.5466, 1.0593, 1.4143, 0.2772, 0.1475, 0.3000, -0.1464, -0.5089, -0.7530, -0.1236, 0.3680, 0.2206, 0.2415, 0.6777, -0.7807, -0.0454, 0.3362, -0.5719, -0.3263, 0.1024, -0.6729, 0.1696, 0.3523, 0.3163, 0.1635, 0.3658, 0.3423, 0.4386, -0.8078, -0.5833, -0.5012, 0.2119, 0.2257, 0.7442, -0.4495, 0.3055, -0.8007, 0.1980, 0.4666, -0.3822, 0.3063, -0.4649, 0.2536, 0.0921, -0.8014, -0.6816, -0.5322, -0.7703, 0.1403, 0.3395, -0.5038, 0.2683, 0.1300, -0.2828, -0.0404, 0.2494, -0.1756, 0.4861, 0.1977, -0.2519, 0.1895, 0.1094]}

---

{"formula": "C25H37N3O3PSTa", "method": "the ωB97M-V functional and the def2-TZVPD basis", "homo_lumo_gap_ev": [7.4, 7.4], "spin_multiplicity": 1, "total_charge": 2, "max_force_ha_per_bohr": 0.051, "lumo_ha": [-0.25894, -0.25893], "relative_energy_kj_mol": 0.00, "species": ["C", "H", "C", "S", "P", "H", "H", "H", "H", "H", "H", "H", "H", "C", "H", "C", "C", "H", "O", "C", "H", "C", "H", "C", "O", "H", "C", "H", "H", "H", "C", "N", "C", "C", "C", "H", "H", "N", "H", "O", "C", "H", "H", "N", "C", "C", "H", "H", "H", "H", "H", "H", "C", "H", "H", "H", "H", "C", "H", "C", "Ta", "H", "C", "C", "C", "C", "C", "H", "H", "H", "C"], "positions_angstrom": [[1.897, -2.310, 1.292], [4.169, -2.167, -0.566], [-0.146, -3.238, -0.909], [-2.140, 2.180, -1.322], [1.428, -0.927, -1.114], [3.627, 1.149, -0.950], [2.960, -1.423, -3.775], [1.153, 0.090, 1.637], [-2.822, 7.492, 0.510], [0.892, -1.903, -3.900], [-3.922, 6.680, -1.552], [-1.345, 5.987, 1.730], [-3.843, 4.188, -2.050], [1.206, 0.645, -3.452], [-4.182, -3.319, 6.359], [-0.623, 3.471, 1.010], [2.415, -1.066, 0.423], [-0.342, -4.181, -1.403], [0.288, 2.931, 0.207], [-3.202, 4.639, -1.289], [2.778, 0.133, 2.079], [0.235, -2.357, -3.177], [4.359, -0.432, -0.343], [-1.511, 4.432, 0.331], [-4.608, -0.954, 5.761], [1.676, -4.534, -2.193], [-1.824, -1.167, 1.934], [0.282, 0.918, -2.927], [-3.221, 1.788, 2.079], [-2.077, -2.837, 3.175], [2.143, 0.197, 1.223], [-3.755, -3.037, 5.458], [0.912, -2.570, -1.796], [-3.006, 0.742, 2.381], [-3.325, 5.973, -0.998], [3.361, 1.955, -2.474], [3.822, 0.065, -3.882], [-2.051, 0.110, 1.649], [2.395, -2.256, 2.218], [-0.873, 2.872, 2.092], [3.373, -0.637, -3.188], [2.143, -3.251, 0.777], [-1.127, -1.678, 1.250], [0.014, -0.079, -0.673], [-3.964, -1.739, 5.106], [2.073, -3.553, -2.008], [4.172, -1.042, -2.590], [2.660, -3.312, -2.834], [4.504, -1.550, 1.096], [1.592, 1.564, -3.957], [0.946, -0.060, -4.238], [2.008, 2.027, -1.315], [-1.813, 5.671, 0.826], [-4.416, 0.590, 4.040], [2.669, -3.694, -1.102], [0.836, -2.190, 1.428], [-3.419, -3.720, 4.813], [2.273, 0.135, -2.424], [0.155, -3.359, 0.110], [3.961, -1.316, 0.134], [-0.783, 1.209, 0.285], [-1.104, -2.683, -0.954], [2.821, 1.401, -1.669], [-2.420, -1.856, 2.986], [-2.219, 3.843, -0.707], [-3.670, 0.122, 3.451], [-3.365, -1.217, 3.782], [2.285, 1.107, 0.689], [-0.718, -1.813, -3.188], [0.007, -3.389, -3.530], [-2.651, 6.511, 0.123]], "mulliken_charge": [-1.6143, 0.2589, -1.8962, -0.3598, 0.3086, 0.3038, 0.4062, 0.4921, 0.4472, 0.3271, 0.4266, 0.4809, 0.4228, -1.4278, 0.2791, 0.3363, 2.1011, 0.6507, -0.5440, -0.5673, 0.6221, -1.8243, 0.3438, 0.7282, -0.5566, 0.5296, 0.1857, 0.2648, 0.4089, 0.3807, -2.1272, -0.3469, 1.4645, -0.1480, -0.7372, 0.6541, 0.5254, -0.2806, 0.6871, -0.6274, -1.7827, 0.3073, 0.2041, 0.6154, 0.3339, -1.6753, 0.2945, 0.3922, 0.4498, 0.4208, 0.3901, 0.2126, -0.7245, 0.5667, 0.3002, 0.1079, 0.1811, 1.7086, 0.4091, -1.3648, 0.4928, 0.2674, -1.6240, -0.7775, 0.6561, -0.8329, 0.8039, 0.3708, 0.3146, 0.5408, -0.5376]}

---

{"formula": "C5H12O", "method": "the ωB97M-V functional and the def2-TZVPD basis", "homo_lumo_gap_ev": 8.7, "spin_multiplicity": 1, "total_charge": 0, "max_force_ha_per_bohr": 0.022, "lumo_ha": 0.02068, "relative_energy_kj_mol": 404.15, "species": ["C", "H", "H", "H", "C", "H", "H", "O", "H", "H", "C", "H", "H", "C", "H", "H", "H", "C"], "positions_angstrom": [[1.083, 0.826, -0.464], [-2.409, -0.554, -1.598], [-0.853, -1.776, 0.671], [-1.548, 0.980, -1.243], [0.714, -1.012, 1.956], [0.196, -1.411, 2.835], [1.160, -0.048, 2.224], [0.414, 1.828, 0.311], [2.105, 0.646, -0.075], [0.891, 2.660, 0.196], [-1.556, 0.078, -1.853], [-1.535, 0.335, -2.914], [1.513, -1.710, 1.685], [-0.297, -0.838, 0.798], [1.216, 1.144, -1.508], [-0.609, -0.570, -1.688], [-0.998, -0.045, 1.091], [0.512, -0.533, -0.424]], "nbo_charge": [-0.2622, 0.2188, 0.2104, 0.2264, -0.5907, 0.2208, 0.2115, -0.7503, 0.2290, 0.4712, -0.8121, 0.2195, 0.2126, -0.5606, 0.2027, 0.2333, 0.2129, 0.1067]}